--- P ---
Below is a cluster of 2 separate species, C17H27N2O in total, with properties calculated with the ωB97M-V functional and the def2-TZVPD basis.

```
! RIJCOSX wB97M-V def2-TZVPD def2/J DEFGRID3
* xyz 1 1
C 0.890 -2.920 -3.553
N 0.056 -1.741 -3.291
C -0.665 -1.140 -4.413
C -0.106 -1.315 -2.045
C -0.952 -0.247 -1.676
C -1.461 -0.040 -0.399
C -2.397 1.028 -0.124
C -3.353 0.887 0.917
C -4.319 1.857 1.145
C -4.353 3.019 0.352
C -3.418 3.185 -0.682
C -2.453 2.212 -0.913
H 0.818 -3.158 -4.619
H 1.941 -2.726 -3.281
H 0.527 -3.776 -2.959
H -0.440 -1.743 -5.298
H -1.752 -1.155 -4.242
H -0.353 -0.100 -4.597
H 0.416 -1.893 -1.270
H -1.266 0.447 -2.464
H -1.301 -0.802 0.376
H -3.352 -0.044 1.487
H -5.070 1.708 1.921
H -5.103 3.791 0.538
H -3.457 4.073 -1.319
H -1.739 2.330 -1.732
C 2.330 -3.186 0.721
O 1.946 -1.817 0.756
C 2.678 -1.143 1.759
C 2.335 0.340 1.664
C 2.934 1.168 2.820
C 1.844 2.202 3.162
C 0.531 1.635 2.547
N 0.940 0.539 1.748
H 1.888 -3.623 -0.179
H 3.431 -3.309 0.678
H 1.961 -3.726 1.611
H 2.378 -1.512 2.762
H 3.772 -1.281 1.619
H 2.722 0.708 0.692
H 3.077 0.499 3.680
H 3.906 1.600 2.562
H 1.765 2.340 4.245
H 2.089 3.172 2.711
H -0.164 1.321 3.346
H 0.010 2.415 1.965
H 0.288 -0.079 1.275
*
```

Properties
Molar mass: 275.416 u
Orbital gap: 5.716 eV
Highest occupied orbital energy: -10.4 eV

Löwdin atomic charge list, values in e, 6 entries:
1 C -0.005
2 N -0.161
3 C -0.011
4 C -0.008
5 C -0.039
6 C 0.017


--- Q ---
Below is a cluster of 2 separate species, C17H27N2O in total, with properties calculated with the ωB97M-V functional and the def2-TZVPD basis.

```
! RIJCOSX wB97M-V def2-TZVPD def2/J DEFGRID3
* xyz 1 1
C 3.270 1.582 -0.932
C 3.056 0.281 -1.726
C 2.165 -0.621 -0.866
N 1.773 0.198 0.292
C 1.089 -0.318 1.290
C 0.644 0.373 2.480
C 0.098 1.683 2.461
C -0.334 2.282 3.643
C -0.292 1.577 4.852
C 0.232 0.276 4.889
C 0.703 -0.317 3.724
C 2.246 1.575 0.213
H 4.280 1.607 -0.510
H 3.151 2.473 -1.552
H 2.539 0.473 -2.673
H 4.000 -0.229 -1.937
H 1.260 -0.937 -1.410
H 2.699 -1.526 -0.538
H 0.948 -1.405 1.231
H -0.017 2.202 1.507
H -0.723 3.304 3.612
H -0.664 2.048 5.764
H 0.257 -0.269 5.836
H 1.134 -1.321 3.748
H 2.680 1.930 1.159
H 1.417 2.259 -0.029
C -0.478 0.996 -4.081
O -0.481 0.165 -2.930
C -1.623 -0.666 -2.893
C -1.515 -1.509 -1.629
C -2.730 -2.400 -1.325
C -2.974 -2.254 0.192
C -2.122 -1.047 0.644
N -1.352 -0.662 -0.494
H 0.488 1.507 -4.095
H -0.604 0.423 -5.018
H -1.291 1.741 -4.045
H -2.552 -0.060 -2.830
H -1.668 -1.338 -3.774
H -0.611 -2.147 -1.724
H -3.592 -2.015 -1.885
H -2.545 -3.434 -1.635
H -4.031 -2.070 0.401
H -2.658 -3.155 0.727
H -2.741 -0.223 1.040
H -1.442 -1.340 1.458
H -1.090 0.305 -0.632
*
```

Properties
Molar mass: 275.416 u
Orbital gap: 7.003 eV
Highest occupied orbital energy: -11.1 eV

Löwdin atomic charge list, values in e, 6 entries:
1 C -0.131
2 C -0.129
3 C -0.098
4 N -0.028
5 C 0.028
6 C -0.197


Energetically preferred structure: Q | next structure: +0.0342 hartree


--- P ---
Below is a cluster of 2 separate species, C3H10NS in total, with properties calculated with the ωB97M-V functional and the def2-TZVPD basis.

```
! RIJCOSX wB97M-V def2-TZVPD def2/J DEFGRID3
* xyz 1 1
C -2.772 0.923 -1.008
N -2.029 1.176 -0.001
H -3.808 1.214 -0.899
H -2.424 0.481 -1.933
H -1.026 0.881 0.074
H -2.557 1.376 0.833
C 1.376 -1.720 0.190
C 1.778 -0.357 0.763
S 1.043 1.052 -0.147
H 1.715 -2.448 0.932
H 1.931 -1.933 -0.721
H 0.299 -1.834 0.105
H 1.474 -0.237 1.801
H 2.850 -0.189 0.698
H 2.150 1.614 -0.689
*
```

Properties
Molar mass: 92.187 u
Orbital gap: 7.630 eV
Highest occupied orbital energy: -13.1 eV

Löwdin atomic charge list, values in e, 6 entries:
1 C 0.170
2 N 0.169
3 H 0.124
4 H 0.129
5 H -0.010
6 H 0.151


--- Q ---
Below is the ion C3H10NS with charge +1, with properties calculated with the ωB97M-V functional and the def2-TZVPD basis.

```
! RIJCOSX wB97M-V def2-TZVPD def2/J DEFGRID3
* xyz 1 1
N 1.974 0.334 -0.046
C 1.011 0.074 1.090
C -0.254 0.905 0.936
C -1.433 0.100 0.332
S -0.816 -0.749 -1.148
H 2.556 1.155 0.113
H 2.579 -0.469 -0.237
H 1.455 0.394 -0.938
H 1.561 0.291 2.003
H 0.789 -0.989 1.073
H -0.092 1.744 0.258
H -0.561 1.316 1.893
H -2.232 0.799 0.091
H -1.763 -0.624 1.087
H -1.985 -1.058 -1.718
*
```

Properties
Molar mass: 92.187 u
Orbital gap: 9.689 eV
SMILES: [NH3+]CCCS
Highest occupied orbital energy: -13.3 eV

Löwdin atomic charge list, values in e, 6 entries:
1 N 0.175
2 C -0.177
3 C -0.250
4 C -0.517
5 S 0.754
6 H 0.176


Energetically preferred structure: Q | next structure: +0.0425 hartree


--- P ---
Below is the molecule C3H9NS2, with properties calculated with the ωB97M-V functional and the def2-TZVPD basis.

```
! RIJCOSX wB97M-V def2-TZVPD def2/J DEFGRID3
* xyz 0 1
C 1.397 0.367 1.841
N 0.756 0.463 0.553
C 0.217 -0.869 0.142
C -1.010 -0.806 -0.722
S -0.513 0.294 -2.153
S -2.135 0.994 -3.072
H 1.483 1.393 2.236
H 2.411 -0.048 1.820
H 0.763 0.008 2.651
H 1.274 0.873 -0.207
H 1.055 -1.421 -0.290
H 0.029 -1.336 1.101
H -1.873 -0.310 -0.281
H -1.312 -1.801 -1.047
H -2.542 2.198 -2.572
*
```

Properties
Molar mass: 123.246 u
Orbital gap: 9.419 eV
SMILES: CNCCSS
Highest occupied orbital energy: -8.8 eV

Löwdin atomic charge list, values in e, 6 entries:
1 C -0.164
2 N -0.156
3 C -0.335
4 C -0.470
5 S 0.386
6 S 0.262


--- Q ---
Below is a cluster of 2 separate species, C3H9NS2 in total, with properties calculated with the ωB97M-V functional and the def2-TZVPD basis.

```
! RIJCOSX wB97M-V def2-TZVPD def2/J DEFGRID3
* xyz 0 1
C 0.571 1.219 1.683
N -0.191 0.231 1.574
C 0.276 -1.037 2.078
H 0.309 2.217 1.319
H 1.559 1.152 2.164
H -0.504 -1.517 2.648
H 1.164 -0.962 2.703
H 0.515 -1.707 1.252
C -1.102 0.751 -1.827
S -1.097 -1.009 -2.210
S 0.830 -1.473 -2.428
H -0.683 1.323 -2.648
H -0.549 0.936 -0.916
H -2.143 1.064 -1.660
H 1.045 -1.188 -3.731
*
```

Properties
Molar mass: 123.246 u
Orbital gap: 9.648 eV
SMILES: C=NC.CSS
Highest occupied orbital energy: -8.9 eV

Löwdin atomic charge list, values in e, 6 entries:
1 C -0.087
2 N -0.084
3 C -0.144
4 H 0.068
5 H 0.074
6 H 0.070


Energetically preferred structure: P | next structure: +0.0029 hartree


--- P ---
Below is a structure of composition C3H9NS2, with properties calculated with the ωB97M-V functional and the def2-TZVPD basis.

```
! RIJCOSX wB97M-V def2-TZVPD def2/J DEFGRID3
* xyz 0 1
S -0.720 2.629 2.417
S -0.340 0.624 1.705
C -1.393 0.481 0.341
C -0.520 -0.701 -0.231
C 0.946 -0.416 -0.589
N 1.333 -1.130 -1.822
H -0.426 1.945 3.553
H -2.384 0.025 0.278
H -1.370 1.293 -0.387
H -0.614 -1.622 0.361
H -1.031 -1.014 -1.152
H 1.025 0.675 -0.617
H 1.646 -0.644 0.219
H 1.706 -0.446 -2.473
H 2.142 -1.698 -1.603
*
```

Properties
Molar mass: 123.246 u
Orbital gap: 8.786 eV
Highest occupied orbital energy: -8.3 eV

Löwdin atomic charge list, values in e, 6 entries:
1 S 0.306
2 S 0.536
3 C -0.577
4 C -0.370
5 C -0.345
6 N -0.008


--- Q ---
Below is a cluster of 2 separate species, C3H9NS2 in total, with properties calculated with the ωB97M-V functional and the def2-TZVPD basis.

```
! RIJCOSX wB97M-V def2-TZVPD def2/J DEFGRID3
* xyz 0 1
C 0.677 -1.118 2.558
N 1.743 -1.223 1.904
C 1.651 -1.779 0.575
H 0.666 -0.653 3.543
H -0.268 -1.507 2.181
H 2.129 -2.755 0.463
H 0.631 -1.963 0.193
H 2.178 -1.117 -0.114
C -2.248 1.350 -1.768
S -0.613 1.602 -2.556
S 0.265 3.009 -1.346
H -2.983 1.761 -2.462
H -2.384 0.272 -1.765
H -2.351 1.952 -0.871
H 0.907 2.170 -0.532
*
```

Properties
Molar mass: 123.246 u
Orbital gap: 9.705 eV
SMILES: C=NC.CSS
Highest occupied orbital energy: -9.1 eV

Löwdin atomic charge list, values in e, 6 entries:
1 C -0.086
2 N -0.087
3 C -0.167
4 H 0.064
5 H 0.066
6 H 0.073


--- R ---
Below is a cluster of 2 separate species, C3H9NS2 in total, with properties calculated with the ωB97M-V functional and the def2-TZVPD basis.

```
! RIJCOSX wB97M-V def2-TZVPD def2/J DEFGRID3
* xyz 0 1
C 4.292 0.445 3.291
N 4.597 -0.672 2.780
C 6.002 -0.970 2.453
H 3.434 0.387 3.961
H 4.887 1.363 3.207
H 6.671 -0.590 3.231
H 6.013 -2.062 2.540
H 6.358 -0.683 1.467
C -4.609 0.813 -1.630
S -3.141 0.001 -0.833
S -1.785 0.187 -2.288
H -4.518 1.882 -1.499
H -4.774 0.583 -2.687
H -5.514 0.442 -1.151
H -0.958 -0.818 -1.903
*
```

Properties
Molar mass: 123.246 u
Orbital gap: 8.780 eV
SMILES: C=NC.CSS
Highest occupied orbital energy: -8.0 eV

Löwdin atomic charge list, values in e, 6 entries:
1 C -0.093
2 N -0.101
3 C -0.145
4 H 0.063
5 H 0.073
6 H 0.069


Energetically preferred structure: Q | next structure: +0.0088 hartree


--- P ---
Below is the molecule C6H7N3O, with properties calculated with the ωB97M-V functional and the def2-TZVPD basis.

```
! RIJCOSX wB97M-V def2-TZVPD def2/J DEFGRID3
* xyz 0 1
C 1.048 2.326 -0.108
C -0.124 2.068 -0.996
O -0.355 2.756 -1.964
N -0.904 0.946 -0.759
C -0.572 -0.260 -0.181
N 0.781 -0.555 -0.048
C 0.986 -1.755 0.484
C 0.023 -2.629 0.875
C -1.273 -2.198 0.786
N -1.570 -1.042 0.188
H 0.791 2.097 0.861
H 1.861 2.004 -0.414
H 1.169 3.448 -0.251
H -1.923 1.053 -0.901
H 2.172 -2.086 0.339
H 0.236 -3.575 1.201
H -2.347 -2.598 0.889
*
```

Properties
Molar mass: 137.142 u
Orbital gap: 9.851 eV
SMILES: CC(=O)Nc1ncccn1
Highest occupied orbital energy: -9.4 eV

Löwdin atomic charge list, values in e, 6 entries:
1 C 0.014
2 C -0.483
3 O 0.084
4 N 0.141
5 C -0.355
6 N 0.131


--- Q ---
Below is a cluster of 2 separate species, C6H7N3O in total, with properties calculated with the ωB97M-V functional and the def2-TZVPD basis.

```
! RIJCOSX wB97M-V def2-TZVPD def2/J DEFGRID3
* xyz 0 1
C -0.118 -2.072 -0.596
C 0.165 -0.842 -1.004
C 0.876 0.136 -0.174
C 1.780 0.166 0.882
N 2.105 1.501 1.172
C 1.496 2.203 0.238
N 0.761 1.438 -0.556
H -0.886 -2.734 -1.051
H 0.301 -2.476 0.360
H -0.342 -0.343 -1.825
H 2.164 -0.645 1.448
H 1.357 3.213 0.311
H 0.058 1.695 -1.312
C -1.909 -0.015 0.603
N -2.920 -0.563 0.504
O -3.993 -0.941 0.161
H -0.895 0.279 0.840
*
```

Properties
Molar mass: 137.142 u
Orbital gap: 9.363 eV
SMILES: C=Cc1cnc[nH]1.C#[N+][O-]
Highest occupied orbital energy: -8.9 eV

Löwdin atomic charge list, values in e, 6 entries:
1 C 0.007
2 C -0.169
3 C -0.352
4 C -0.067
5 N 0.068
6 C -0.211


--- R ---
Below is the molecule C6H7N3O, with properties calculated with the ωB97M-V functional and the def2-TZVPD basis.

```
! RIJCOSX wB97M-V def2-TZVPD def2/J DEFGRID3
* xyz 0 1
N 1.020 -2.307 0.509
C -0.425 -2.157 0.536
O -1.193 -3.056 0.797
N -0.869 -0.803 0.572
C -0.294 0.396 0.035
C -1.012 1.621 0.252
C -0.410 2.686 -0.299
C 0.830 2.632 -1.013
C 1.413 1.419 -1.036
N 0.907 0.250 -0.507
H 1.418 -1.371 -0.027
H 1.181 -3.098 0.203
H -1.628 -0.802 1.174
H -2.115 1.949 0.704
H -0.822 3.604 -0.267
H 1.077 3.388 -1.361
H 2.422 1.223 -1.664
*
```

Properties
Molar mass: 137.142 u
Orbital gap: 9.797 eV
SMILES: NC(=O)Nc1ccccn1
Highest occupied orbital energy: -9.2 eV

Löwdin atomic charge list, values in e, 6 entries:
1 N 0.159
2 C -0.517
3 O 0.062
4 N 0.132
5 C -0.269
6 C -0.011


Energetically preferred structure: P | next structure: +0.0459 hartree


--- P ---
Below is a cluster of 2 separate species, C4H13N3O in total, with properties calculated with the ωB97M-V functional and the def2-TZVPD basis.

```
! RIJCOSX wB97M-V def2-TZVPD def2/J DEFGRID3
* xyz 0 1
C 0.134 -1.794 -0.842
N -0.097 -0.894 0.285
N -0.045 0.495 0.041
C 1.255 0.949 -0.405
N -1.123 0.906 -0.780
C -1.760 2.103 -0.269
H 0.027 -2.810 -0.472
H -0.575 -1.630 -1.659
H 1.151 -1.661 -1.210
H -1.017 -1.080 0.681
H 1.282 2.034 -0.311
H 1.474 0.681 -1.449
H 2.014 0.523 0.244
H -0.843 1.030 -1.755
H -1.119 2.993 -0.299
H -2.654 2.291 -0.862
H -2.048 1.915 0.763
C 0.945 -1.496 2.014
O 0.249 -2.379 2.465
H 1.857 -1.716 1.428
H 0.894 -0.460 2.393
*
```

Properties
Molar mass: 119.168 u
Orbital gap: 9.608 eV
SMILES: CNN(C)NC.C=O
Highest occupied orbital energy: -8.8 eV

Löwdin atomic charge list, values in e, 6 entries:
1 C -0.078
2 N -0.139
3 N -0.249
4 C -0.070
5 N -0.102
6 C -0.118


--- Q ---
Below is a cluster of 2 separate species, C4H13N3O in total, with properties calculated with the ωB97M-V functional and the def2-TZVPD basis.

```
! RIJCOSX wB97M-V def2-TZVPD def2/J DEFGRID3
* xyz 0 1
N -1.642 -0.687 -0.292
C -1.377 0.730 -0.201
N -0.212 1.228 0.122
C 1.039 0.557 0.339
C 2.086 1.558 -0.212
C 2.663 1.157 -1.559
N 2.458 -0.382 -1.948
H -2.292 -0.998 -0.959
H -0.879 -1.346 -0.357
H -2.294 1.188 -0.203
H 1.255 0.536 1.477
H 0.992 -0.498 0.086
H 2.978 1.730 0.600
H 1.613 2.513 -0.199
H 3.789 1.295 -1.545
H 2.191 1.747 -2.427
H 1.567 -0.666 -1.876
H 2.912 -0.974 -1.275
O -5.807 -3.020 3.763
H -4.948 -3.499 3.378
H -6.092 -2.171 3.289
*
```

Properties
Molar mass: 119.168 u
Orbital gap: 9.608 eV
SMILES: N/C=N\CCCN.O
Highest occupied orbital energy: -9.0 eV

Löwdin atomic charge list, values in e, 6 entries:
1 N 0.061
2 C -0.196
3 N -0.006
4 C -0.269
5 C -0.225
6 C -0.208


Energetically preferred structure: Q | next structure: +0.0222 hartree